# 1
{"formula": "C5H8O2", "method": "ωB97M-V with the def2-TZVPD basis set", "e_homo_ev": -9.17, "lumo_ha": 0.035, "relative_energy_ev": 2.871, "total_charge": 0, "symbols": ["H", "H", "C", "C", "H", "C", "C", "H", "C", "H", "H", "H", "H", "O", "O"], "xyz": [[1.8762, -0.6121, -0.4063], [-0.6579, -1.7974, -1.8490], [-0.2354, 1.7267, -0.7909], [-0.2300, -1.4010, 0.3039], [0.5969, 2.1978, -1.2998], [0.8013, -0.6789, -0.5159], [0.0791, -1.9029, -1.0569], [-0.8134, 1.2556, 2.1432], [-0.1756, 0.4445, -0.4603], [0.4689, 1.8847, 1.6669], [-0.1717, -1.9335, 1.2448], [-1.1203, 2.3142, -0.5691], [0.6953, -2.7976, -1.1040], [-1.1442, -0.2875, 0.2182], [0.0307, 1.5873, 2.4750]], "forces_ev_per_angstrom": [[-0.18, -0.01, -0.02], [0.10, 0.02, 0.13], [0.00, -0.14, -0.02], [0.02, -0.33, 0.20], [-0.09, -0.09, 0.05], [0.24, 0.17, 0.00], [-0.09, -0.11, -0.08], [0.08, -0.05, 0.09], [0.06, 0.33, -0.21], [-0.04, -0.03, 0.12], [0.01, 0.08, -0.14], [0.11, -0.08, -0.02], [-0.10, 0.16, 0.05], [-0.06, 0.05, -0.03], [-0.05, 0.04, -0.12]]}

=====

# 2
{"formula": "C5H8O2", "method": "ωB97M-V with the def2-TZVPD basis set", "e_homo_ev": -9.63, "lumo_ha": 0.022, "relative_energy_ev": 1.482, "smiles": "C/C=C\\CC(=O)O", "total_charge": 0, "symbols": ["H", "O", "H", "C", "C", "H", "H", "C", "O", "H", "H", "C", "H", "H", "C"], "xyz": [[-0.4530, -0.4286, 3.1077], [1.9704, -1.0874, -1.9121], [-0.4878, 1.7109, -0.6091], [-0.5287, -0.7037, 1.9452], [-0.5118, 0.5619, 1.2361], [-1.4351, -1.3930, 1.7696], [-0.8673, -0.4244, -1.8028], [-0.1709, -0.3377, -1.0287], [1.5389, 1.0640, -2.0939], [0.8742, 1.7601, -1.7020], [-0.8942, 1.4694, 1.8518], [-0.4211, 0.6910, -0.0660], [-0.1399, -1.3883, -0.5345], [0.3265, -1.3065, 1.5568], [1.1998, -0.1877, -1.7181]], "forces_ev_per_angstrom": [[0.03, -1.28, -2.54], [-0.51, 0.20, -0.04], [-0.27, -1.19, 1.56], [0.14, -1.82, 2.45], [-2.45, 2.82, 0.95], [1.03, 1.37, 0.33], [-1.43, 0.16, -1.21], [2.50, -3.86, 0.75], [-1.74, 2.00, 0.94], [1.86, -2.04, -1.15], [1.15, -1.39, -1.20], [-0.23, 3.34, -1.23], [-0.01, 1.71, -0.90], [-0.38, 0.22, 0.96], [0.31, -0.23, 0.32]]}

=====

# 3
{"formula": "C5H8O2", "method": "ωB97M-V with the def2-TZVPD basis set", "e_homo_ev": -8.83, "lumo_ha": 0.025, "relative_energy_ev": 1.083, "smiles": "C/C=C(\\O)CC=O", "total_charge": 0, "symbols": ["H", "C", "C", "H", "O", "H", "H", "O", "C", "H", "C", "H", "C", "H", "H"], "xyz": [[1.0390, -1.1957, 1.6228], [1.6455, 0.8364, 1.4480], [-0.9514, -0.1126, 0.0228], [2.2977, -0.9117, 0.3807], [0.8796, -0.4509, -1.4904], [-1.8349, -0.5362, -1.9194], [0.2012, -0.2472, -2.1465], [1.3568, 1.1259, 2.5834], [1.3806, -0.5199, 0.8344], [-2.9897, -0.3204, -0.6143], [0.3348, -0.3577, -0.2424], [2.0946, 1.5843, 0.7599], [-2.0356, 0.0423, -1.0073], [-2.1861, 1.0883, -1.3017], [-1.2318, -0.0249, 1.0698]], "forces_ev_per_angstrom": [[0.05, 0.09, -0.13], [-0.10, 0.06, 0.27], [0.18, -0.07, -0.05], [-0.13, 0.07, 0.07], [-0.11, 0.03, -0.14], [-0.02, 0.09, 0.13], [0.06, -0.03, 0.01], [0.19, -0.08, -0.43], [-0.03, -0.05, 0.10], [0.13, 0.05, -0.06], [-0.26, 0.05, 0.31], [-0.06, -0.04, 0.11], [-0.03, -0.01, -0.07], [0.03, -0.12, 0.04], [0.09, -0.04, -0.15]]}

=====

# 4
{"formula": "C5H8O2", "method": "ωB97M-V with the def2-TZVPD basis set", "e_homo_ev": -8.80, "lumo_ha": 0.023, "relative_energy_ev": 4.049, "total_charge": 0, "symbols": ["O", "H", "C", "H", "O", "H", "H", "H", "C", "C", "C", "C", "H", "H", "H"], "xyz": [[-0.8273, 0.4206, -2.1068], [1.7249, 0.0629, 1.0764], [-1.3919, -0.8107, 0.5842], [-0.8139, 1.2866, 1.0731], [-0.1792, -1.4506, 1.0636], [1.7121, 1.2275, -1.6483], [-1.7926, -1.2687, -0.3298], [1.5238, -0.9021, -0.4089], [1.0769, 1.2136, -0.7732], [1.1927, 0.0183, 0.1199], [-0.8093, 0.5222, 0.2965], [-0.3666, 0.8336, -1.0620], [1.1569, 2.0968, -0.1425], [-2.1221, -0.8709, 1.3960], [-0.0845, -2.3791, 0.8620]], "forces_ev_per_angstrom": [[0.00, 0.24, 0.31], [-0.46, 0.40, -0.28], [0.30, -0.59, 0.23], [0.15, -0.11, -0.26], [-0.81, -1.44, 1.03], [0.22, 0.31, -0.16], [0.17, 0.00, 0.23], [-1.05, 0.60, 0.30], [0.35, 0.65, -0.47], [-0.43, 0.85, -0.05], [1.90, -0.92, 0.34], [0.38, 0.02, -0.49], [0.00, 0.34, -0.37], [-0.08, 0.27, -0.24], [-0.64, -0.63, -0.11]]}

=====

# 5
{"formula": "C5H8O2", "method": "ωB97M-V with the def2-TZVPD basis set", "e_homo_ev": -8.74, "lumo_ha": 0.021, "relative_energy_ev": 4.705, "smiles": "C=CO[C@H]1C=C1O.[H][H]", "total_charge": 0, "symbols": ["C", "O", "O", "C", "H", "H", "C", "C", "H", "H", "H", "C", "H", "H", "H"], "xyz": [[1.8732, 0.6727, 1.4259], [-0.7186, 0.3115, -2.4452], [0.9623, -1.1655, 0.2672], [-1.4946, -0.9587, -0.3673], [2.0163, 0.0862, 2.3277], [-1.6206, 1.8601, 1.4575], [-0.8335, -0.4976, -1.3897], [1.3183, 0.1419, 0.3403], [2.2137, 1.7019, 1.4131], [-0.9483, 1.5464, 1.3871], [0.0618, -2.5123, -0.9421], [-0.1139, -1.4919, -0.5991], [-2.3643, -0.9899, 0.2694], [1.1600, 0.7203, -0.5720], [-1.5165, 0.8577, -2.5002]], "forces_ev_per_angstrom": [[-0.03, -0.09, -0.14], [-0.18, 0.03, 0.06], [0.04, 0.05, 0.12], [-0.01, 0.16, -0.15], [-0.02, 0.06, -0.12], [0.04, 0.00, 0.00], [-0.05, -0.16, 0.33], [0.12, 0.23, 0.12], [-0.07, -0.16, -0.03], [-0.08, 0.04, 0.02], [-0.04, 0.15, 0.04], [0.01, -0.22, -0.24], [0.13, 0.00, -0.11], [0.02, -0.06, 0.14], [0.11, -0.05, -0.04]]}

=====

# 6
{"formula": "C5H8O2", "method": "ωB97M-V with the def2-TZVPD basis set", "e_homo_ev": -9.18, "lumo_ha": 0.030, "relative_energy_ev": 2.521, "total_charge": 0, "symbols": ["C", "O", "H", "C", "C", "H", "C", "H", "H", "H", "O", "H", "C", "H", "H"], "xyz": [[-0.4319, 0.3000, -0.6330], [0.1459, -1.5626, 0.1857], [-1.6453, 0.0551, 1.3044], [-0.9891, -1.0852, -0.5276], [0.8492, -0.3241, -0.0894], [2.4124, -0.5410, 1.3509], [-1.6478, 0.0304, 0.2172], [-0.6638, 2.0433, -1.3843], [-1.4610, -1.7313, -1.2593], [1.0603, 0.4436, 1.9455], [-0.4382, 1.1636, -1.7103], [2.2053, 1.1089, 0.7510], [1.6654, 0.2082, 1.0653], [-2.5647, 0.3760, -0.2586], [1.5034, -0.4849, -0.9576]], "forces_ev_per_angstrom": [[0.08, -0.15, 0.07], [0.04, -0.12, 0.00], [0.10, -0.01, -0.14], [-0.27, -0.17, -0.23], [0.29, 0.21, 0.03], [-0.12, 0.11, -0.02], [-0.07, 0.09, 0.15], [0.05, -0.09, -0.10], [0.01, 0.08, 0.13], [-0.01, -0.05, -0.15], [-0.07, 0.22, 0.00], [-0.11, -0.11, 0.05], [-0.06, 0.03, 0.02], [0.17, -0.02, 0.10], [-0.03, -0.01, 0.09]]}

=====

# 7
{"formula": "C5H8O2", "method": "ωB97M-V with the def2-TZVPD basis set", "e_homo_ev": -9.84, "lumo_ha": -0.017, "relative_energy_ev": 0.821, "smiles": "CCCC(=O)C=O", "total_charge": 0, "symbols": ["H", "C", "H", "H", "C", "C", "O", "C", "H", "H", "O", "C", "H", "H", "H"], "xyz": [[1.8135, -0.6179, 1.2098], [-2.2679, 1.4394, 0.5572], [1.4040, -2.1538, 0.4153], [2.8289, -1.2519, -0.0986], [-0.5155, -0.2213, -0.3752], [-0.7952, 1.0347, 0.4040], [-3.1764, 0.8381, 0.0386], [0.9535, -0.3911, -0.7918], [-1.2061, -0.2386, -1.2283], [-0.8451, -1.0591, 0.2614], [0.0412, 1.7552, 0.9052], [1.7945, -1.1410, 0.2457], [-2.4133, 2.3495, 1.1721], [0.9901, -0.9427, -1.7422], [1.3937, 0.6005, -0.9733]], "forces_ev_per_angstrom": [[-0.03, -0.06, -0.21], [-0.45, -0.16, -0.17], [0.01, 0.22, -0.03], [-0.16, 0.07, 0.07], [0.08, -0.07, -0.06], [0.39, 0.10, 0.09], [0.53, 0.32, 0.31], [0.02, -0.04, -0.01], [0.14, 0.04, 0.13], [0.04, 0.12, -0.13], [-0.42, -0.32, -0.23], [0.04, -0.04, 0.05], [-0.01, -0.09, -0.04], [-0.04, 0.17, 0.22], [-0.13, -0.26, 0.02]]}

=====

# 8
{"formula": "C5H8O2", "method": "ωB97M-V with the def2-TZVPD basis set", "e_homo_ev": -8.91, "lumo_ha": 0.020, "relative_energy_ev": 4.803, "total_charge": 0, "symbols": ["O", "C", "C", "H", "C", "H", "O", "H", "H", "C", "H", "H", "H", "H", "C"], "xyz": [[-2.1276, 0.1483, 0.3322], [0.2098, -0.8070, 0.5691], [0.0995, 1.3114, 0.0926], [-0.2827, 1.8506, 0.9653], [-0.8528, 0.1433, -0.2217], [1.7912, -0.6253, -1.0813], [2.1655, 0.1204, -0.5651], [1.7785, 0.5918, 1.3819], [-0.8366, -0.0910, -1.2922], [1.2465, 0.3418, 0.4611], [0.2886, 2.0091, -0.7293], [-0.1889, -1.0721, 1.5511], [-2.7821, 0.1038, -0.3707], [-0.7689, -2.2947, -0.4570], [0.1119, -1.6397, -0.5798]], "forces_ev_per_angstrom": [[0.00, -0.06, -0.08], [0.15, -0.23, -0.03], [-0.02, 0.09, -0.02], [0.06, -0.13, -0.11], [-0.05, 0.14, -0.08], [0.08, 0.06, -0.02], [0.00, -0.07, -0.07], [-0.05, -0.05, -0.12], [-0.26, 0.16, -0.14], [0.00, 0.07, 0.30], [0.01, -0.15, 0.16], [0.03, 0.16, -0.14], [-0.02, -0.03, 0.04], [0.12, 0.11, 0.00], [-0.07, -0.08, 0.32]]}

=====

E_tot for every record listed, in sequence, given in eV: -9406.9617; -9408.3500; -9408.7489; -9405.7833; -9405.1273; -9407.3108; -9409.0113; -9405.0287.